1.
This record from the Open Molecules 2025 dataset describes a molecular structure, C6H9EuO5 at a distorted geometry. The level of theory is wB97M-V/def2-TZVPD.

* multiplicity: 7
* net charge: +2
* HOMO-LUMO gap (spin up / spin down): 5.410 / 8.268 eV
* expectation value of S²: 12.102
* HOMO (spin up / spin down): -16.73 / -16.80 eV

The geometry in XYZ format:
```
21
Properties=species:S:1:pos:R:3:forces:R:3:lowdin_spin:R:1
C -0.674 0.148 -2.603 -0.75 -0.24 -0.75 -0.001
O 0.283 0.284 -1.538 -0.20 -1.22 1.27 -0.021
C 1.304 1.154 -1.740 1.19 1.95 -0.31 -0.012
O 1.949 1.368 -0.656 -0.04 -0.62 -0.32 -0.008
C 1.793 0.575 0.597 0.80 1.07 -0.50 -0.068
C 0.867 1.295 1.542 0.62 0.68 0.67 -0.007
O -0.425 0.634 1.425 0.13 -0.84 -0.58 -0.016
C -1.441 1.074 2.304 -1.11 0.59 1.00 -0.001
Eu 0.286 -1.114 0.250 -0.96 -1.37 0.20 6.143
H -1.646 0.477 -2.220 0.22 0.10 -0.20 0.000
H -0.340 0.750 -3.452 -0.11 -0.12 0.20 0.000
H -0.723 -0.911 -2.877 0.04 0.15 -0.13 0.000
H 2.808 0.531 0.995 -0.17 -0.09 -0.02 -0.003
H 0.724 2.367 1.330 0.12 -0.33 -0.02 -0.001
H 1.210 1.165 2.580 -0.13 0.12 -0.22 0.000
H -1.135 0.913 3.348 -0.06 0.04 -0.33 0.000
H -1.645 2.142 2.142 0.09 -0.33 -0.01 0.000
H -2.343 0.492 2.086 0.18 0.18 0.09 0.000
O -0.392 -5.322 -1.918 0.51 1.26 0.63 0.000
C -0.250 -4.436 -1.200 -0.93 -2.63 -1.20 0.000
O -0.208 -3.585 -0.395 0.59 1.63 0.55 -0.004
```
Positions in Å, forces in eV/Å.

2.
This record from the Open Molecules 2025 dataset describes C6H9F in the gas phase at a distorted geometry. The level of theory is wB97M-V/def2-TZVPD.

* SMILES: C=CC(C)(F)C=C
* energy above the lowest of the compared OMol25 structures with the same formula, charge and spin: 28.8 kcal per mole
* net charge: 0
* HOMO-LUMO gap: 10.867 eV
* HOMO: -9.80 eV

The geometry in XYZ format:
```
16
Properties=species:S:1:pos:R:3:forces:R:3:mulliken_charge:R:1
C -2.031 -0.527 0.900 -1.99 -0.39 -0.16 -0.725
C -1.378 -0.641 -0.238 -0.11 -1.67 -2.37 -0.337
C 0.057 -0.070 -0.484 -2.27 -1.01 0.31 1.220
C -0.100 1.394 -0.778 0.71 0.82 -1.06 -1.229
F 0.526 -0.615 -1.689 0.15 -0.29 0.27 -0.350
C 0.994 -0.448 0.621 2.68 -0.09 -0.07 -0.290
C 2.312 -0.673 0.363 -1.83 1.34 1.42 -0.764
H -3.080 -0.849 1.171 1.37 0.07 -0.95 0.242
H -1.620 0.056 1.662 0.87 0.74 1.31 0.250
H -1.825 -1.215 -1.163 0.94 1.19 1.93 0.224
H -0.419 1.447 -1.852 0.05 0.15 1.01 0.333
H 0.886 1.874 -0.705 -0.30 0.09 -0.03 0.313
H -0.821 1.904 -0.148 0.04 -0.05 0.11 0.345
H 0.726 -0.459 1.695 -0.44 0.02 -0.96 0.192
H 2.978 -0.687 1.208 0.15 -0.59 0.25 0.270
H 2.796 -0.490 -0.562 -0.03 -0.32 -1.01 0.308
```
Positions in Å, forces in eV/Å.

3.
This record from the Open Molecules 2025 dataset describes 2 unconnected molecules or ions with the total composition C6H9F at a distorted geometry. The level of theory is wB97M-V/def2-TZVPD.

* SMILES: CC1=CC1.C=CF
* energy above the lowest of the compared OMol25 structures with the same formula, charge and spin: 65.2 kcal per mole
* net charge: 0
* HOMO-LUMO gap: 10.133 eV
* HOMO: -9.11 eV

The geometry in XYZ format:
```
16
Properties=species:S:1:pos:R:3:forces:R:3:mulliken_charge:R:1
C 1.579 -0.140 2.310 -0.04 0.15 0.23 -0.972
C 1.417 0.035 0.864 -0.34 0.25 -1.05 0.342
C 0.952 0.651 -0.182 0.59 -0.56 0.92 -0.520
C 1.827 -0.536 -0.466 -0.01 -0.03 -0.01 -0.591
H 0.703 0.228 2.845 0.04 0.01 0.05 0.279
H 2.449 0.425 2.651 0.01 -0.05 0.06 0.258
H 1.739 -1.187 2.557 -0.01 -0.05 0.04 0.304
H 0.431 1.467 -0.615 -0.30 0.42 -0.15 0.499
H 2.837 -0.387 -0.830 0.17 0.03 -0.03 0.203
H 1.377 -1.460 -0.814 -0.06 -0.13 -0.03 0.193
C -3.475 0.458 -1.786 0.02 0.14 0.03 -0.734
C -2.347 1.113 -1.619 -0.05 -0.28 -0.09 0.273
F -2.309 2.438 -1.409 -0.01 0.16 0.04 -0.241
H -4.430 0.951 -1.760 -0.16 0.17 0.02 0.267
H -3.458 -0.603 -1.951 0.11 -0.21 -0.03 0.249
H -1.360 0.675 -1.637 0.04 -0.03 0.00 0.194
```
Positions in Å, forces in eV/Å.

4.
This record from the Open Molecules 2025 dataset describes C6H9FN2O in the gas phase at a distorted geometry. The level of theory is wB97M-V/def2-TZVPD.

* energy above the lowest of the compared OMol25 structures with the same formula, charge and spin: 50.8 kcal per mole
* net charge: 0
* HOMO-LUMO gap: 9.282 eV
* HOMO: -8.69 eV

The geometry in XYZ format:
```
19
Properties=species:S:1:pos:R:3:forces:R:3:mulliken_charge:R:1
C -0.083 0.160 1.925 -0.57 -1.21 0.12 0.352
C 0.778 0.521 2.844 0.61 1.80 -0.09 -0.214
C -0.436 1.101 0.764 0.50 -0.94 2.15 0.531
C 0.828 -0.529 -0.402 0.05 1.25 0.46 -0.554
C -0.685 -1.264 1.993 1.04 2.88 -2.75 -1.102
C -0.470 1.255 -1.638 2.69 0.78 -1.72 -1.141
N -0.023 0.573 -0.457 0.16 -0.44 0.10 0.264
N 1.405 -0.832 -1.533 0.86 -1.19 -1.84 -0.231
O -1.004 2.156 0.949 0.30 -0.43 -0.89 -0.591
F 1.201 -0.158 3.933 -0.50 -0.46 -0.44 -0.264
H 1.270 1.476 2.791 0.18 0.29 0.15 0.394
H -1.738 -1.081 2.029 -0.74 -0.87 0.27 0.329
H -0.171 -1.653 2.801 0.13 -1.50 1.74 0.375
H -0.278 -1.665 1.036 -0.90 -0.43 0.84 0.246
H -0.861 0.500 -2.351 -0.20 1.02 0.23 0.397
H -1.037 2.092 -1.337 -1.80 0.20 0.26 0.420
H 0.373 1.923 -2.116 -0.87 -1.85 0.44 0.292
H 2.131 -1.613 -1.481 -1.76 1.66 -0.47 0.288
H 1.130 -0.447 -2.484 0.79 -0.55 1.44 0.209
```
Positions in Å, forces in eV/Å.